Run w
Density functional theory data (ωB97M-V/def2-TZVPD) for C39H31N6O4V as an isolated structure.

```
81
Properties=species:S:1:pos:R:3
V 0.26 0.21 -0.57
C -1.27 -3.38 0.48
C -2.18 -2.40 1.24
C -1.99 -2.63 2.71
C -2.34 -1.80 3.70
C -3.06 -0.56 3.62
C -3.35 0.24 2.57
C -4.25 1.43 2.78
C -2.84 0.09 1.23
N -3.26 0.91 0.35
C -3.10 1.32 -0.91
O -3.83 1.10 -1.85
C -2.01 2.38 -1.02
C -2.31 3.66 -1.49
C -1.28 4.58 -1.62
C 0.01 4.22 -1.24
C 0.20 2.93 -0.77
N -0.78 2.04 -0.69
C 1.46 2.37 -0.23
O 2.62 2.78 -0.72
N 1.28 1.51 0.71
C 2.45 0.93 1.31
C 2.67 1.31 2.74
C 1.77 2.35 3.32
C 3.67 0.75 3.44
C 4.61 -0.26 3.01
C 4.71 -0.85 1.82
C 3.85 -0.57 0.62
C 4.25 -1.44 -0.56
H -1.37 -4.38 0.90
H -0.23 -3.06 0.56
H -1.53 -3.44 -0.57
H -1.53 -3.57 2.98
H -2.14 -2.13 4.71
H -3.46 -0.25 4.58
H -4.64 1.46 3.79
H -5.08 1.39 2.08
H -3.72 2.36 2.58
H -3.33 3.91 -1.74
H -1.48 5.58 -1.98
H 0.84 4.91 -1.31
H 0.73 2.02 3.31
H 1.84 3.27 2.74
H 2.06 2.57 4.35
H 3.79 1.07 4.47
H 5.32 -0.56 3.77
H 5.48 -1.59 1.67
H 5.10 -1.01 -1.08
H 3.42 -1.55 -1.26
H 4.52 -2.43 -0.20
O 1.17 -2.48 -7.18
C 0.16 -2.97 -6.95
O -0.85 -3.46 -6.71
C -0.31 -0.99 -4.84
C -1.38 -1.32 -4.06
C -1.23 -1.08 -2.68
N -0.08 -0.54 -2.29
C 0.93 -0.17 -3.06
C 0.87 -0.43 -4.44
C 1.77 0.48 -2.08
C 3.03 0.87 -2.05
C 3.56 1.67 -0.88
C 3.75 0.97 0.47
C 2.34 -0.63 1.07
N 1.36 -0.79 0.13
C -2.04 -1.29 -1.48
C -3.26 -1.90 -1.50
C -4.05 -2.36 -0.41
C -3.62 -2.59 0.84
C -1.76 -0.93 0.90
N -1.31 -0.78 -0.44
H -2.30 -1.72 -4.47
H 1.68 -0.18 -5.11
H 3.72 0.73 -2.88
H 4.50 2.16 -1.17
H 4.55 1.48 1.00
H 2.18 -1.25 1.96
H -3.69 -2.06 -2.48
H -5.08 -2.60 -0.65
H -4.30 -2.95 1.60
H -0.89 -0.68 1.55
```

Results
* HOMO-LUMO gap (spin up / spin down): 6.60 / 6.43 eV
* net charge: +1
* 2S+1: 2

These are the Löwdin partial charges, in e, on atoms 1 to 5: V 0.899; C -0.002; C -0.398; C -0.022; C -0.068

Run x
Density functional theory data (ωB97M-V/def2-TZVPD) for C39H31N6O4V as an isolated structure.

```
81
Properties=species:S:1:pos:R:3
V -0.74 -0.43 0.23
C -1.44 -0.07 -3.75
C 0.10 0.01 -3.72
C 0.46 1.38 -4.24
C 1.62 2.02 -4.11
C 2.86 1.52 -3.51
C 3.12 0.48 -2.71
C 4.54 0.16 -2.34
C 2.09 -0.40 -2.10
N 2.55 -1.34 -1.38
C 2.12 -2.34 -0.57
O 2.07 -3.52 -0.84
C 2.00 -1.93 0.89
C 2.79 -2.51 1.87
C 2.63 -2.12 3.18
C 1.69 -1.14 3.51
C 0.96 -0.61 2.48
N 1.10 -1.01 1.21
C -0.04 0.49 2.56
O -0.75 0.63 3.66
N -0.17 1.21 1.49
C -1.15 2.28 1.51
C -0.55 3.66 1.57
C 0.94 3.77 1.73
C -1.34 4.73 1.47
C -2.80 4.75 1.31
C -3.66 3.73 1.25
C -3.31 2.26 1.30
C -4.54 1.39 1.14
H -1.80 0.24 -4.73
H -1.87 0.60 -3.00
H -1.81 -1.07 -3.56
H -0.32 1.89 -4.79
H 1.70 3.00 -4.56
H 3.73 2.09 -3.81
H 5.22 0.85 -2.83
H 4.79 -0.85 -2.63
H 4.69 0.23 -1.26
H 3.50 -3.27 1.58
H 3.24 -2.56 3.96
H 1.54 -0.80 4.53
H 1.47 3.28 0.91
H 1.28 3.29 2.66
H 1.24 4.82 1.77
H -0.87 5.70 1.51
H -3.23 5.75 1.25
H -4.72 3.96 1.13
H -5.12 1.36 2.06
H -4.28 0.37 0.86
H -5.18 1.79 0.36
O -5.66 -5.88 0.64
C -5.24 -6.16 -0.40
O -4.80 -6.44 -1.44
C -2.67 -4.49 0.23
C -1.91 -4.32 -0.90
C -1.33 -3.04 -0.99
N -1.61 -2.19 -0.02
C -2.35 -2.38 1.07
C -2.96 -3.62 1.26
C -2.12 -1.10 1.76
C -2.70 -0.52 2.80
C -2.21 0.80 3.34
C -2.33 2.08 2.51
C -2.12 2.04 0.31
N -1.87 0.71 -0.14
C -0.47 -2.37 -1.98
C -0.12 -2.96 -3.14
C 0.60 -2.39 -4.26
C 0.71 -1.09 -4.55
C 0.58 -0.13 -2.24
N -0.17 -1.10 -1.49
H -1.75 -5.09 -1.64
H -3.57 -3.88 2.11
H -3.52 -0.99 3.34
H -2.63 0.97 4.33
H -2.41 2.90 3.22
H -2.06 2.76 -0.51
H -0.41 -4.00 -3.24
H 1.05 -3.10 -4.94
H 1.28 -0.80 -5.43
H 0.42 0.85 -1.77
```

Results
* HOMO-LUMO gap (spin up / spin down): 6.82 / 6.69 eV
* net charge: +1
* 2S+1: 2

These are the Löwdin partial charges, in e, on atoms 1 to 5: V 0.917; C -0.010; C -0.402; C -0.034; C -0.065

Relative energy table, unit kcal/mol: run w 16.8; run x 0.0